12
Properties=species:S:1:pos:R:3 method="wB97M-V/def2-TZVPD" smiles="C[C@@]1(C=O)CO1" homo_ev=-9.678 relative_energy_kcal_mol=87.5
C 0.871 0.941 0.744
C 0.085 -0.229 -0.071
C 0.354 -0.762 -1.508
O 0.444 -1.906 -1.888
C -1.196 -0.617 0.531
O -1.079 0.658 -0.041
H 0.426 1.976 0.726
H 0.865 0.660 1.796
H 1.854 1.027 0.324
H 0.412 0.078 -2.219
H -1.956 -1.114 -0.060
H -1.269 -0.738 1.610